(1)
{"formula": "C3HF3", "method": "ωB97M-V/def2-TZVPD", "elements": ["F", "F", "F", "C", "C", "C", "H"], "positions_angstrom": [[-0.6971, -0.0591, 1.2278], [1.3700, -0.0947, 0.4953], [-0.0058, -1.6015, -0.2125], [0.0674, -0.2698, 0.1310], [-0.5828, 1.7771, -1.2385], [-0.3368, 0.6660, -0.8898], [-0.8905, 2.7576, -1.6112]], "forces_ev_per_a": [[0.413, -0.488, -0.432], [-0.866, 0.179, -0.211], [-0.405, 1.412, 0.237], [0.916, -1.743, 0.818], [-0.768, 1.625, -1.101], [0.327, -0.040, 0.421], [0.383, -0.945, 0.268]], "lowdin_charge": [0.132, 0.119, 0.103, -0.602, 0.174, 0.006, 0.068], "total_charge": 0, "e_lumo_ev": 0.75, "orbital_gap_ev": 12.55, "de_lowest_ev": 0.159, "homo_energy_ev": -11.798, "mol_weight_g_mol": 94.035}

=====

(2)
{"formula": "C3HF3O", "method": "ωB97M-V/def2-TZVPD", "elements": ["F", "F", "F", "O", "C", "C", "C", "H"], "positions_angstrom": [[1.0583, 0.9181, 0.3764], [0.2022, 2.6734, -0.8050], [-0.7363, 1.9650, 0.9517], [-0.7395, 0.7543, -0.9413], [0.2200, -2.6848, 0.0314], [-0.0904, 1.4951, -0.1237], [-0.2203, -1.6059, -0.1941], [0.3060, -3.5152, 0.7046]], "forces_ev_per_a": [[-1.116, 0.661, -0.972], [0.284, -1.533, -0.062], [-0.469, -0.806, 0.172], [-1.113, -1.151, -1.288], [1.386, -4.600, 1.921], [2.404, 3.056, 2.173], [-1.671, 4.548, -1.551], [0.295, -0.176, -0.393]], "lowdin_charge": [0.107, 0.127, 0.144, 0.235, 0.026, -0.774, 0.100, 0.035], "total_charge": 0, "e_lumo_ev": [0.97, -4.79], "multiplicity": 3, "s2": 2.011, "orbital_gap_ev": [13.08, 6.70], "de_lowest_ev": 3.725, "homo_energy_ev": [-12.112, -11.488], "mol_weight_g_mol": 110.034}

=====

(3)
{"formula": "C3HF3S", "method": "ωB97M-V/def2-TZVPD", "elements": ["S", "F", "F", "F", "C", "C", "C", "H"], "positions_angstrom": [[1.0077, -0.4826, 2.7810], [1.0087, 2.8447, 3.5536], [-0.9897, 2.0334, 3.9463], [-0.3425, 2.4213, 1.8947], [0.0329, 2.0798, 3.1131], [0.3509, -0.3455, 0.0038], [0.6213, -0.4175, 1.1817], [0.0788, -0.3013, -1.0089]], "forces_ev_per_a": [[-0.595, 1.493, 0.153], [-0.399, -0.274, -0.077], [0.529, 0.071, -0.352], [0.181, -0.192, 0.654], [0.244, -1.026, -0.350], [0.057, -0.052, 0.479], [0.094, -0.040, 0.043], [-0.111, 0.021, -0.551]], "lowdin_charge": [0.744, 0.153, 0.149, 0.144, -0.517, 0.054, -0.748, 0.020], "total_charge": 0, "e_lumo_ev": [-1.04, -2.22], "orbital_gap_ev": [8.08, 6.67], "de_lowest_ev": 3.017, "homo_energy_ev": [-9.120, -8.890], "mol_weight_g_mol": 126.102}

=====

(4)
{"formula": "C3HF5O2", "method": "ωB97M-V/def2-TZVPD", "elements": ["F", "F", "F", "F", "F", "O", "O", "C", "C", "C", "H"], "positions_angstrom": [[3.5062, 1.6300, 0.1890], [0.2810, -0.8351, 1.6521], [2.4883, -1.8307, 0.2247], [0.6447, 1.2144, 1.1144], [4.7415, -0.1249, -0.0758], [2.7490, -0.0325, -1.2278], [-0.2787, -0.1394, -0.4118], [3.5040, 0.3508, -0.1552], [0.5214, -0.0274, 0.6123], [2.3517, -0.5182, 0.0130], [-1.1952, 0.1090, -0.2009]], "forces_ev_per_a": [[-0.012, 0.128, -0.252], [-0.334, -0.108, -0.259], [0.121, 0.124, -0.161], [-0.373, 0.040, -0.199], [0.004, 0.015, -0.212], [0.049, 0.065, -0.926], [-0.753, -0.138, -0.709], [-0.235, -0.211, 1.089], [5.243, -0.523, 0.024], [-3.886, 0.618, 1.521], [0.175, -0.010, 0.083]], "lowdin_charge": [0.177, 0.132, 0.124, 0.121, 0.179, 0.211, 0.164, -0.546, -0.515, -0.199, 0.152], "total_charge": 0, "e_lumo_ev": 0.39, "orbital_gap_ev": 11.47, "de_lowest_ev": 0.000, "homo_energy_ev": -11.081, "mol_weight_g_mol": 164.029}

=====

(5)
{"formula": "C3HFOPt", "method": "ωB97M-V/def2-TZVPD", "elements": ["Pt", "F", "O", "C", "C", "C", "H"], "positions_angstrom": [[-0.9185, 0.3242, -1.3677], [-1.9176, 0.3717, -2.6909], [1.1272, -1.6629, 2.0206], [0.9037, -0.3425, -0.1042], [-0.1568, 0.5927, 0.3273], [0.8666, -0.8769, 1.0936], [0.0954, 1.5937, 0.7214]], "forces_ev_per_a": [[7.044, -1.127, 8.293], [-8.305, 0.300, -11.081], [-1.538, 2.825, -2.134], [-0.245, 0.144, -0.392], [1.175, 1.716, 2.986], [1.998, -3.319, 1.928], [-0.129, -0.540, 0.399]], "lowdin_charge": [0.945, -0.718, -0.018, -0.278, -0.538, -0.381, -0.012], "total_charge": -1, "e_lumo_ev": [3.55, 2.80], "multiplicity": 4, "s2": 3.769, "orbital_gap_ev": [5.63, 7.00], "de_lowest_ev": 0.448, "homo_energy_ev": [-2.080, -4.201], "mol_weight_g_mol": 267.116}

=====

(6)
{"formula": "C3HFS", "method": "ωB97M-V/def2-TZVPD", "elements": ["S", "F", "C", "C", "C", "H"], "positions_angstrom": [[2.8574, 0.6035, -0.8290], [-2.3561, -0.6352, 0.6486], [-1.9907, 0.3888, -0.0225], [0.1237, 0.0811, -0.0505], [1.3972, 0.3052, -0.3723], [-0.0315, -0.7434, 0.6257]], "forces_ev_per_a": [[-0.069, -0.080, 0.138], [0.786, 0.927, -0.638], [2.384, -0.571, 0.002], [-0.682, -0.289, 0.372], [-2.749, 0.392, -0.110], [0.330, -0.380, 0.235]], "lowdin_charge": [0.723, 0.023, 0.196, -0.142, -0.811, 0.010], "total_charge": 0, "e_lumo_ev": -1.51, "orbital_gap_ev": 6.89, "de_lowest_ev": 3.224, "homo_energy_ev": -8.393, "mol_weight_g_mol": 88.106}

=====

(7)
{"formula": "C3HFeO3", "method": "ωB97M-V/def2-TZVPD", "elements": ["Fe", "O", "O", "O", "C", "C", "C", "H"], "positions_angstrom": [[2.4339, 1.1425, 1.4144], [-0.3932, -1.2053, 0.0011], [1.2006, -0.1710, 0.9903], [-2.6342, 1.3103, 0.8039], [-2.1706, 0.2601, 0.5600], [-1.7370, -0.8873, 0.0571], [0.3997, -0.0937, 0.0280], [-2.4343, -1.6104, -0.3571]], "forces_ev_per_a": [[0.302, 0.493, -0.036], [0.054, -0.623, 0.735], [0.599, -1.143, 0.573], [0.391, -1.012, 0.380], [-0.496, 0.796, -0.934], [-0.236, 0.164, -0.272], [-0.798, 1.078, -0.685], [0.183, 0.249, 0.240]], "lowdin_charge": [0.747, -0.089, -0.330, 0.155, -0.170, -0.151, -0.287, 0.125], "total_charge": 0, "e_lumo_ev": [0.11, -1.65], "multiplicity": 6, "s2": 8.756, "orbital_gap_ev": [8.20, 6.57], "de_lowest_ev": 1.528, "homo_energy_ev": [-8.088, -8.220], "mol_weight_g_mol": 140.883}

=====

(8)
{"formula": "C3HLuO", "method": "ωB97M-V/def2-TZVPD", "elements": ["Lu", "O", "C", "C", "C", "H"], "positions_angstrom": [[2.4086, -0.1243, 0.0498], [0.2052, -0.4913, 0.0494], [-3.3122, -0.0649, 0.0152], [-0.9689, -0.1098, -0.0667], [-2.0918, 0.4378, -0.2868], [-3.8344, 0.5326, 0.7867]], "forces_ev_per_a": [[-1.771, -0.412, 0.021], [0.421, 0.839, 0.191], [2.054, 2.874, 0.344], [1.556, 0.390, -0.868], [-1.300, -2.756, 0.505], [-0.960, -0.934, -0.194]], "lowdin_charge": [1.948, -0.292, 0.368, -0.153, 0.017, 0.113], "total_charge": 2, "e_lumo_ev": [-11.21, -10.24], "orbital_gap_ev": [6.38, 7.58], "homo_energy_ev": [-17.592, -17.822], "mol_weight_g_mol": 228.007}

=====

(9)
{"formula": "C3HMgNaO4", "method": "ωB97M-V/def2-TZVPD", "elements": ["Mg", "Na", "O", "O", "O", "O", "C", "C", "C", "H"], "positions_angstrom": [[-0.6775, -1.6081, -2.0429], [3.1645, 4.1595, 0.2937], [1.3050, 1.4821, -0.0233], [-0.9357, -0.8771, 0.8858], [-2.3376, -2.3934, 1.7188], [-1.8361, -2.4200, -0.4722], [-0.2710, -0.4505, -0.1860], [-1.8337, -1.9066, 0.7711], [0.5753, 0.6053, -0.0019], [-2.3121, -3.2750, -0.4780]], "forces_ev_per_a": [[-0.316, -0.043, 0.757], [0.324, 0.457, 0.110], [-0.654, -0.828, 0.033], [0.397, 1.098, -0.343], [0.170, 0.980, -1.329], [0.100, -0.428, -2.321], [-0.255, -0.480, -0.585], [-0.153, -1.707, 3.183], [0.696, 0.970, 0.236], [-0.308, -0.019, 0.260]], "lowdin_charge": [1.497, 0.973, 0.338, 0.142, 0.339, 0.074, -0.075, -0.501, 0.006, 0.207], "total_charge": 3, "e_lumo_ev": [-14.05, -14.44], "multiplicity": 2, "s2": 0.756, "orbital_gap_ev": [7.84, 8.45], "homo_energy_ev": [-21.890, -22.892], "mol_weight_g_mol": 148.332}

=====

(10)
{"formula": "C3HN", "method": "ωB97M-V/def2-TZVPD", "elements": ["N", "C", "C", "C", "H"], "positions_angstrom": [[0.2346, 1.5145, 3.4598], [-1.4210, 1.2450, 1.4367], [-0.7406, 0.8715, 3.6314], [-2.1396, 1.1005, 0.5215], [-1.7714, 0.5328, 3.7837]], "forces_ev_per_a": [[-2.217, -1.965, 0.630], [3.302, 0.630, 4.117], [1.190, 2.137, -0.740], [-3.278, -0.645, -4.167], [1.002, -0.157, 0.160]], "lowdin_charge": [0.100, -0.119, -0.107, 0.043, 0.084], "total_charge": 0, "e_lumo_ev": [-2.81, -2.45], "orbital_gap_ev": [8.48, 8.91], "de_lowest_ev": 7.020, "homo_energy_ev": [-11.292, -11.360], "mol_weight_g_mol": 51.048}